# 1
{
  "formula": "C3H6NO2",
  "method": "the ωB97M-V functional and the def2-TZVPD basis",
  "lumo_energy_ev": -4.5,
  "gap_ev": 9.18,
  "total_charge": 1,
  "e_above_lowest_kj_mol": 265.7,
  "energy_ha": -322.7777,
  "symbols": ["C", "C", "C", "N", "O", "O", "H", "H", "H", "H", "H", "H"],
  "xyz": [[1.760830, 0.259283, 1.599397], [0.063879, -0.553090, 0.728503], [-0.381854, 0.468319, -0.274548], [-1.180299, -0.091662, -1.310286], [2.214423, 1.305912, 1.354267], [-0.265209, -1.736576, 0.594408], [2.051243, -0.571296, 2.234248], [0.545187, 0.806408, -0.651487], [-0.861381, 1.325551, 0.256795], [-2.020377, 0.404198, -1.527647], [-1.327952, -1.142077, -0.850296], [-0.598489, -0.474969, -2.153354]],
  "atomic_forces_ev_per_a": [[-1.694, -0.986, -0.350], [1.656, -1.476, -0.182], [0.211, 1.829, 2.000], [1.169, -5.600, -0.896], [-0.881, -0.898, -0.207], [0.577, 3.016, 0.482], [0.507, -0.005, 0.341], [0.955, 0.844, -0.620], [0.205, -0.609, -0.596], [-0.670, 0.069, -0.547], [-0.578, 2.094, -0.760], [-1.457, 1.721, 1.334]]
}

---

# 2
{
  "formula": "C3H6NO2",
  "method": "the ωB97M-V functional and the def2-TZVPD basis",
  "lumo_energy_ev": [-3.9, -3.9],
  "gap_ev": [8.48, 8.48],
  "total_charge": 1,
  "e_above_lowest_kj_mol": 299.5,
  "energy_ha": -322.7648,
  "symbols": ["C", "C", "C", "N", "O", "O", "H", "H", "H", "H", "H", "H"],
  "xyz": [[-2.591265, -0.078037, -0.565366], [-0.314220, 0.493146, -0.658863], [0.454831, -0.507164, 0.147711], [1.755369, 0.140260, 0.555515], [-2.773141, -0.585984, 0.470012], [0.092394, 1.522382, -1.026907], [-3.232952, -0.003751, -1.449536], [0.720820, -1.304960, -0.482858], [-0.165513, -0.561968, 1.101375], [1.465157, 1.109814, 0.799179], [2.390476, 0.177246, -0.214281], [2.198048, -0.400984, 1.324023]],
  "atomic_forces_ev_per_a": [[2.781, -0.687, 0.952], [-3.982, -1.333, -0.397], [-0.587, 1.783, 1.780], [-0.856, 0.014, 1.214], [-0.254, 0.499, -0.589], [1.055, 1.512, -0.389], [0.070, 0.444, -0.185], [-0.373, -1.730, -0.147], [0.828, -1.119, -1.277], [0.917, -0.426, 0.152], [0.664, 0.252, -0.765], [-0.263, 0.792, -0.351]]
}

---

# 3
{
  "formula": "C3H6NO2",
  "method": "the ωB97M-V functional and the def2-TZVPD basis",
  "lumo_energy_ev": -4.8,
  "gap_ev": 8.89,
  "total_charge": 1,
  "e_above_lowest_kj_mol": 271.4,
  "energy_ha": -322.7755,
  "symbols": ["C", "C", "C", "N", "O", "O", "H", "H", "H", "H", "H", "H"],
  "xyz": [[0.722541, 0.486293, -0.110888], [2.069981, 0.639081, 0.141611], [-0.563801, -1.170780, 0.175257], [-1.603665, -0.484499, -0.308579], [-0.063203, 1.562510, 0.239074], [3.181104, 0.586422, 0.235214], [0.667322, 0.296643, -1.195574], [-0.510576, -1.171594, 1.245079], [0.090935, -1.668958, -0.547989], [-1.803394, -0.614899, -1.307068], [0.201214, 1.889680, 1.133918], [-2.388458, -0.349899, 0.299945]],
  "atomic_forces_ev_per_a": [[0.448, 0.447, -0.586], [-1.241, -0.663, -0.775], [0.363, 2.243, -1.343], [-0.063, -2.210, -0.700], [-0.096, 0.857, 1.377], [1.806, 0.027, 0.656], [0.085, 0.130, 0.332], [0.313, -0.839, 0.301], [-0.639, -0.601, 0.922], [-0.163, 0.368, 0.695], [-0.544, -0.252, -0.938], [-0.269, 0.493, 0.061]]
}

---

# 4
{
  "formula": "C3H6NO2",
  "method": "the ωB97M-V functional and the def2-TZVPD basis",
  "lumo_energy_ev": [-4.7, -4.7],
  "gap_ev": [9.94, 9.94],
  "total_charge": 1,
  "e_above_lowest_kj_mol": 289.0,
  "energy_ha": -322.7688,
  "symbols": ["C", "C", "C", "N", "O", "O", "H", "H", "H", "H", "H", "H"],
  "xyz": [[0.187399, -0.035741, 0.067817], [-0.516135, -1.164851, 0.749671], [1.420751, 0.234450, -0.054729], [2.622350, 0.207464, -0.427228], [-1.071970, -2.010539, 0.191267], [-2.272335, 0.889069, -0.481606], [-0.857968, 0.521077, -0.130029], [-0.443870, -1.013892, 1.897324], [-2.791698, 1.110189, -1.249072], [3.421453, 0.447488, 0.164630], [2.923121, -0.556183, -1.113999], [-2.621097, 1.371464, 0.385949]],
  "atomic_forces_ev_per_a": [[-0.747, 1.464, -0.395], [1.926, 0.878, 3.942], [-1.534, -0.852, -0.024], [2.286, -1.970, -0.885], [-1.218, -1.784, -1.373], [-0.613, 1.223, 3.735], [1.585, 0.302, -0.963], [-0.430, -0.459, -1.270], [-0.465, 0.352, -0.300], [-0.546, 0.504, 0.075], [-0.819, 1.656, 0.632], [0.576, -1.314, -3.173]]
}

---

# 5
{
  "formula": "C3H6NO2",
  "method": "the ωB97M-V functional and the def2-TZVPD basis",
  "lumo_energy_ev": [-6.4, -5.0],
  "gap_ev": [6.77, 8.40],
  "total_charge": 1,
  "e_above_lowest_kj_mol": 397.6,
  "energy_ha": -322.7275,
  "symbols": ["C", "C", "C", "N", "O", "O", "H", "H", "H", "H", "H", "H"],
  "xyz": [[-2.073376, -1.496564, -0.016902], [-0.150022, -0.362899, -0.917552], [0.802731, 0.706270, 0.735121], [1.794985, 1.366916, 0.190248], [0.344694, 0.040868, -1.906015], [-0.929112, -1.287483, -0.560582], [-2.198204, -2.430704, 0.504743], [-2.887800, -0.796029, -0.141425], [1.037519, -0.191271, 1.294937], [-0.092652, 1.247347, 1.010413], [2.696532, 0.930285, 0.041130], [1.654703, 2.273264, -0.234115]],
  "atomic_forces_ev_per_a": [[-1.621, -0.116, 0.587], [2.584, 3.483, 0.174], [-0.325, -0.541, -0.112], [0.097, 0.031, -0.118], [-0.748, -0.844, -0.006], [-0.280, -2.280, -0.423], [0.232, -0.046, 0.026], [0.200, 0.195, -0.074], [0.009, 0.027, -0.043], [-0.022, 0.060, -0.068], [-0.135, 0.083, 0.033], [0.009, -0.054, 0.023]]
}

---

# 6
{
  "formula": "C3H6NO2",
  "method": "the ωB97M-V functional and the def2-TZVPD basis",
  "lumo_energy_ev": -4.7,
  "smiles": "C[N+]1(C)OC1=O",
  "gap_ev": 12.87,
  "total_charge": 1,
  "e_above_lowest_kj_mol": 448.9,
  "energy_ha": -322.7079,
  "symbols": ["C", "C", "C", "N", "O", "O", "H", "H", "H", "H", "H", "H"],
  "xyz": [[-1.490579, 0.149388, 0.185796], [0.422436, 0.493366, -1.312997], [0.544547, -0.645550, 1.044196], [-0.115307, 0.205712, 0.028850], [-2.477891, -0.369100, 0.082189], [-0.705370, 1.348710, 0.828162], [1.565957, 0.711107, -1.442483], [0.256884, -0.402054, -1.871198], [-0.050437, 1.265885, -1.797028], [0.031698, -0.502029, 2.026260], [0.421216, -1.705627, 0.931191], [1.596847, -0.549809, 1.297062]],
  "atomic_forces_ev_per_a": [[3.433, 4.188, 2.080], [3.696, -1.211, -0.117], [0.192, -1.271, 2.415], [1.357, 0.172, 1.077], [-2.632, -1.201, -0.393], [-2.139, -2.308, -2.272], [-2.059, -0.441, 1.283], [-0.202, -0.761, -0.409], [-1.618, 1.914, -0.571], [0.133, 0.442, -0.946], [-0.358, -0.555, -1.184], [0.196, 1.032, -0.964]]
}